(1)
A structure of composition C22H24HgN4O3S in a non-equilibrium geometry, computed with wB97M-V/def2-TZVPD.

E_HOMO (spin up / spin down)	-8.0 / -8.0	eV
2S+1	2
<S²>	0.778
net charge	+1

Structure (XYZ):
```
55
Properties=species:S:1:pos:R:3:forces:R:3:mulliken_spin:R:1
C -0.794 4.769 -1.759 1.91 -3.23 4.47 0.00
C -1.277 4.265 -2.970 -1.77 -4.28 -4.09 0.14
H 0.272 4.968 -1.617 -0.37 0.56 -0.35 0.01
H -1.421 4.980 -0.890 -0.02 0.20 -0.39 0.01
C -1.673 2.971 -3.590 1.27 3.50 1.24 -0.19
C -1.575 1.499 -3.491 0.24 0.77 6.04 0.82
H -0.674 1.226 -2.874 -0.52 -0.50 -0.88 0.09
H -2.523 1.102 -2.917 1.44 0.18 -1.90 -0.01
C -1.418 5.509 -3.849 -0.18 -0.71 0.38 -0.01
H -1.121 6.330 -3.213 -0.10 0.59 -0.25 0.00
H -2.453 5.623 -4.139 -0.23 0.29 -0.43 0.01
H -0.739 5.454 -4.687 0.01 0.09 -0.55 0.01
C -2.247 3.039 -4.965 -0.08 0.23 0.30 0.09
H -1.449 3.445 -5.578 -0.46 0.17 -0.74 -0.02
H -3.187 3.567 -4.928 -0.27 0.49 -0.73 -0.01
H -2.405 1.982 -5.182 -0.38 0.28 -1.09 0.01
Hg 1.060 -1.698 0.384 -1.14 1.23 1.22 0.00
O -0.032 0.205 0.016 2.62 -2.30 -0.35 0.02
C -1.200 0.633 0.114 -2.31 5.57 0.04 0.00
O -1.238 -1.986 1.185 -1.73 0.97 -0.77 0.00
C -2.269 -1.352 0.811 2.24 -0.98 0.40 0.00
O -3.462 -1.819 1.077 -0.87 0.49 -0.40 0.00
N -2.305 -0.159 0.137 -1.21 -2.17 0.66 0.00
C -4.457 -0.849 0.599 -1.02 -0.40 0.51 0.00
C -3.701 0.247 -0.137 0.40 -0.06 -0.25 0.01
H -4.991 -0.442 1.485 0.35 -0.50 -0.55 0.00
H -5.164 -1.385 -0.064 0.43 0.23 0.56 0.00
H -3.973 1.246 0.232 0.46 -0.38 0.02 0.00
H -3.905 0.205 -1.220 0.28 0.12 0.37 0.00
C -1.397 2.113 0.220 -2.39 -5.26 -3.84 -0.01
C -0.136 2.575 -0.253 1.63 5.77 -1.53 0.01
H -2.352 2.452 -0.471 1.99 -0.71 2.19 0.01
H 0.582 2.468 -1.173 -1.58 -0.59 2.02 0.00
H 0.059 3.385 0.453 1.63 0.38 -0.54 0.00
N 3.963 -3.131 3.236 -1.49 0.09 -1.85 0.00
C 3.626 -4.415 2.728 -0.42 1.19 0.11 0.00
C 3.973 -5.678 3.138 0.30 -1.17 0.12 0.00
C 3.322 -6.760 2.513 0.09 0.68 0.02 0.00
C 2.323 -6.543 1.537 0.20 0.33 0.06 0.00
C 1.981 -5.249 1.140 -0.04 -0.16 -0.24 0.00
C 2.657 -4.193 1.734 0.31 -0.01 0.62 0.00
N 2.444 -2.825 1.630 0.46 0.57 0.16 0.00
C 3.218 -2.203 2.544 -0.12 -2.25 -0.29 0.00
C 3.111 -0.792 2.790 0.01 2.17 0.48 0.00
C 3.764 0.006 3.716 -0.67 -0.59 -0.82 0.00
S 3.139 1.619 3.648 0.06 -0.96 -0.28 0.00
C 2.052 1.151 2.385 0.64 -1.31 0.15 0.00
N 2.162 -0.118 2.038 0.09 0.90 0.49 0.00
H 4.606 -2.920 3.963 0.39 0.06 0.46 0.00
H 4.733 -5.812 3.920 -0.43 -0.14 -0.40 0.00
H 3.579 -7.785 2.781 -0.06 0.35 0.02 0.00
H 1.817 -7.400 1.094 0.15 0.28 0.12 0.00
H 1.206 -5.015 0.400 0.26 -0.39 0.28 0.00
H 4.540 -0.351 4.380 -0.07 0.45 0.10 0.00
H 1.349 1.848 1.938 0.05 -0.13 -0.12 0.00
```
Forces are in eV/Å.



(2)
An isolated molecule of C22H24N2O4, computed with wB97M-V/def2-TZVPD.

E_HOMO	-8.5	eV
SMILES	CCCCC1(CC(=O)OC)C(=O)N(c2ccccc2)N(c2ccccc2)C1=O
energy relative to the best compared isomer or geometry (same formula, charge and spin)	186.7	kJ/mol
net charge	0

Structure (XYZ):
```
52
Properties=species:S:1:pos:R:3:forces:R:3:nbo_charge:R:1
C -3.696 0.390 -3.848 -0.15 0.13 0.14 -0.61
C -4.366 0.820 -2.548 0.15 -0.15 0.04 -0.39
C -3.565 0.449 -1.300 -0.07 0.20 -0.15 -0.42
C -2.270 1.248 -1.187 -0.11 -0.29 0.02 -0.36
C -1.443 0.936 0.077 0.00 0.23 -0.04 -0.23
C -2.203 1.245 1.386 0.01 -0.19 0.05 -0.49
C -2.878 0.013 1.958 -0.13 0.39 0.01 0.81
O -4.042 -0.257 1.848 -0.12 -0.11 0.03 -0.59
O -1.996 -0.721 2.644 0.33 0.20 0.16 -0.52
C -2.464 -1.974 3.126 -0.28 -0.24 0.01 -0.27
C -0.918 -0.490 0.013 -0.02 0.18 0.05 0.70
O -1.554 -1.517 -0.011 -0.10 -0.08 -0.10 -0.59
N 0.444 -0.414 -0.075 0.06 -0.25 0.41 -0.30
C 1.282 -1.466 -0.492 0.20 -0.31 -0.35 0.20
C 1.117 -2.724 0.074 -0.04 0.14 0.05 -0.22
C 1.921 -3.769 -0.343 0.05 0.00 -0.02 -0.20
C 2.895 -3.564 -1.305 0.05 -0.07 -0.03 -0.22
C 3.056 -2.308 -1.866 0.02 -0.02 -0.01 -0.19
C 2.249 -1.257 -1.471 -0.15 0.02 0.00 -0.26
N 0.882 0.919 -0.085 0.19 0.19 -0.41 -0.30
C 2.223 1.254 0.192 0.38 0.12 0.28 0.20
C 2.992 0.465 1.041 -0.14 0.06 0.03 -0.26
C 4.304 0.819 1.295 0.03 0.01 0.01 -0.19
C 4.846 1.959 0.725 0.08 0.03 0.02 -0.22
C 4.069 2.751 -0.103 0.04 -0.03 0.02 -0.20
C 2.760 2.401 -0.380 -0.13 -0.08 -0.03 -0.23
C -0.174 1.779 0.035 -0.36 -0.13 -0.14 0.70
O -0.094 2.981 0.105 -0.07 0.11 0.11 -0.58
H -2.775 0.942 -4.021 0.12 0.02 -0.08 0.20
H -3.462 -0.672 -3.820 0.06 -0.13 -0.04 0.20
H -4.358 0.572 -4.692 0.01 -0.01 -0.13 0.21
H -4.533 1.900 -2.565 -0.11 0.04 0.01 0.19
H -5.342 0.336 -2.480 -0.05 0.08 0.01 0.20
H -4.182 0.630 -0.421 0.02 -0.06 0.06 0.22
H -3.333 -0.617 -1.322 -0.07 -0.01 0.07 0.22
H -1.639 1.046 -2.058 0.04 0.09 -0.04 0.21
H -2.488 2.319 -1.177 0.08 0.02 0.01 0.22
H -2.952 2.014 1.199 0.04 -0.06 0.04 0.25
H -1.493 1.613 2.130 -0.10 0.01 -0.03 0.25
H -1.707 -2.341 3.815 -0.02 0.03 -0.04 0.19
H -3.423 -1.850 3.633 0.11 -0.05 -0.01 0.20
H -2.588 -2.659 2.286 0.00 0.02 0.06 0.20
H 0.358 -2.876 0.823 -0.05 0.00 0.06 0.24
H 1.790 -4.748 0.094 -0.02 -0.08 0.04 0.22
H 3.526 -4.381 -1.620 0.06 -0.07 -0.03 0.22
H 3.807 -2.143 -2.623 0.07 0.02 -0.06 0.22
H 2.366 -0.284 -1.923 0.01 0.07 -0.01 0.23
H 2.569 -0.414 1.502 -0.03 -0.07 0.01 0.23
H 4.901 0.204 1.951 0.05 -0.06 0.05 0.22
H 5.870 2.231 0.931 0.09 0.02 0.02 0.22
H 4.484 3.645 -0.544 0.03 0.08 -0.04 0.22
H 2.148 3.015 -1.021 -0.05 0.03 -0.06 0.24
```
Forces are in eV/Å.



(3)
An isolated molecule of C22H24N2O5 in a non-equilibrium geometry, computed with wB97M-V/def2-TZVPD.

E_HOMO	-8.3	eV
SMILES	COc1cccc(OCc2cc(C(=O)N(C)CCOc3ccc(C)cc3)no2)c1
energy relative to the best compared isomer or geometry (same formula, charge and spin)	403.9	kJ/mol
net charge	0

Structure (XYZ):
```
53
Properties=species:S:1:pos:R:3:forces:R:3:nbo_charge:R:1
C 5.579 5.620 -2.739 0.08 0.17 0.13 -0.25
O 5.095 4.546 -3.508 -0.11 -0.30 -0.11 -0.49
C 4.936 3.337 -2.906 -0.04 -0.21 0.06 0.33
C 4.443 2.310 -3.717 0.00 0.10 -0.08 -0.29
C 4.252 1.054 -3.190 0.05 0.22 -0.08 -0.16
C 4.540 0.780 -1.860 0.11 -0.19 0.41 -0.37
C 5.027 1.797 -1.054 -0.04 0.01 -0.29 0.40
O 5.359 1.668 0.269 -0.02 0.19 -0.16 -0.50
C 5.126 0.440 0.909 -0.01 -0.04 0.21 -0.11
C 3.677 0.070 0.984 -0.32 -0.98 -0.10 0.28
C 3.040 -1.137 0.960 0.26 0.70 0.04 -0.32
C 1.665 -0.800 1.087 0.96 0.54 0.05 0.05
C 0.604 -1.839 1.156 -0.52 -0.13 -0.05 0.65
O 0.942 -2.991 1.393 0.32 0.02 0.06 -0.63
N -0.682 -1.507 0.925 -0.09 -0.17 0.00 -0.40
C -1.210 -0.185 0.693 -0.05 0.49 -0.07 -0.43
C -1.666 -2.568 0.998 -0.12 -0.27 0.33 -0.26
C -2.395 -2.591 2.351 0.32 -0.38 -0.28 -0.08
O -3.342 -1.557 2.495 -0.32 0.25 0.05 -0.52
C -4.529 -1.630 1.819 -0.11 0.09 -0.03 0.37
C -4.973 -2.714 1.073 0.36 -0.05 0.19 -0.33
C -6.211 -2.662 0.451 -0.15 0.17 0.00 -0.18
C -7.027 -1.548 0.548 -0.01 -0.13 -0.05 -0.05
C -8.361 -1.491 -0.133 0.02 0.06 0.01 -0.62
C -6.572 -0.467 1.297 0.10 -0.12 0.00 -0.19
C -5.345 -0.503 1.923 0.17 -0.06 0.04 -0.26
N 1.534 0.502 1.179 -0.93 -0.27 0.12 -0.12
O 2.766 1.044 1.120 0.72 0.16 0.01 -0.25
C 5.226 3.074 -1.577 0.06 0.18 0.08 -0.38
H 5.617 6.473 -3.415 0.02 -0.03 0.09 0.20
H 4.909 5.850 -1.904 0.03 -0.02 -0.02 0.18
H 6.583 5.418 -2.354 -0.04 0.00 0.00 0.18
H 4.220 2.529 -4.748 -0.03 0.03 -0.13 0.22
H 3.871 0.263 -3.818 -0.03 -0.06 -0.06 0.22
H 4.377 -0.216 -1.479 -0.01 -0.06 0.05 0.22
H 5.517 0.581 1.924 -0.03 -0.09 -0.20 0.22
H 5.681 -0.380 0.432 -0.12 0.09 0.08 0.20
H 3.448 -2.120 0.870 0.13 -0.22 -0.03 0.25
H -1.889 0.087 1.504 0.03 0.06 -0.08 0.21
H -0.404 0.540 0.648 -0.28 -0.03 -0.08 0.25
H -1.771 -0.179 -0.246 -0.01 0.02 0.02 0.19
H -1.137 -3.515 0.870 -0.18 0.10 -0.04 0.25
H -2.388 -2.429 0.188 0.06 -0.03 0.02 0.21
H -2.860 -3.572 2.506 0.01 0.07 0.03 0.18
H -1.669 -2.424 3.151 -0.07 -0.10 -0.09 0.21
H -4.377 -3.607 0.969 0.08 -0.05 0.00 0.22
H -6.540 -3.517 -0.123 -0.05 -0.07 -0.06 0.21
H -8.592 -2.436 -0.617 -0.07 -0.04 -0.05 0.21
H -9.147 -1.268 0.588 -0.11 -0.01 -0.01 0.22
H -8.369 -0.705 -0.887 -0.08 0.02 -0.08 0.22
H -7.190 0.414 1.389 -0.06 0.11 0.02 0.21
H -4.992 0.333 2.507 0.05 0.10 0.08 0.22
H 5.605 3.828 -0.908 0.04 0.13 0.05 0.23
```
Forces are in eV/Å.



Which of these has the highest net charge?
C22H24HgN4O3S



Which value of net charge does entry 3 give?
0



Which formula does entry 1 have?
C22H24HgN4O3S